A molecular structure, C41H56GeN8O2PSTi, computed with the ωB97M-V functional and the def2-TZVPD basis.

The value obtained for the relative energy (zero: lowest compared OMol25 entry of this formula, charge and spin) is 8.4 kcal/mol. The frontier orbital gap (spin up / spin down) comes out at 6.23 / 6.31 eV. For the total energy, the calculation gives -159196.7079 eV. Its highest occupied orbital energy (spin up / spin down) is -5.9392 / -6.0289 eV.

Structure (ORCA input):
```
! RIJCOSX wB97M-V def2-TZVPD def2/J DEFGRID3
* xyz 0 2
Ti 0.3653 -0.7214 -0.2519
C -0.5579 -1.0204 -3.3941
N -1.2674 -1.4742 -2.1825
C -1.3016 -2.9466 -2.2253
C -2.6566 -0.9874 -2.2885
C -3.5845 -1.3327 -1.1257
N -3.7478 -0.2590 -0.1489
C -4.3111 -0.7782 1.0836
C -4.6320 0.7809 -0.6569
H -1.0052 -1.4616 -4.2953
H 0.4895 -1.3097 -3.3396
H -0.6139 0.0623 -3.4779
H -1.9223 -3.2852 -3.0674
H -1.7015 -3.3589 -1.3018
H -0.2989 -3.3375 -2.3407
H -3.0835 -1.4072 -3.2115
H -2.6230 0.0914 -2.4183
H -3.2131 -2.2129 -0.6006
H -4.5689 -1.6156 -1.5383
H -3.6507 -1.5364 1.5062
H -5.3046 -1.2342 0.9275
H -4.4213 0.0288 1.8110
H -5.6771 0.4327 -0.7090
H -4.3420 1.0780 -1.6628
H -4.5876 1.6607 -0.0103
N 4.3476 -0.1817 -6.9927
C 3.9943 0.1659 -5.6881
C 3.9530 1.5064 -5.2982
C 3.6504 1.8502 -3.9924
C 3.3976 0.8546 -3.0619
C 3.4407 -0.4851 -3.4312
C 3.7342 -0.8273 -4.7385
S 2.9825 1.2535 -1.3984
O 3.6176 0.2556 -0.5744
O 3.3110 2.6322 -1.1531
N 1.3785 0.9879 -1.2773
C 0.4936 1.8336 -1.8620
N -0.7862 1.5821 -1.4839
C -1.7116 2.4051 -1.9431
C -1.4354 3.4427 -2.8168
C -0.1072 3.5779 -3.1857
N 0.8605 2.8034 -2.7189
H 4.1846 0.5305 -7.6857
H 4.0316 -1.0885 -7.2955
H 4.1632 2.2820 -6.0273
H 3.6012 2.8861 -3.6806
H 3.2429 -1.2481 -2.6844
H 3.7784 -1.8722 -5.0276
H -2.7205 2.2399 -1.5802
H -2.2043 4.1089 -3.1803
H 0.1968 4.3522 -3.8847
N 1.7830 -0.3410 1.5536
C 2.1477 0.9802 2.0102
C 3.4830 1.2979 2.2341
C 3.8372 2.5700 2.6393
C 2.8590 3.5372 2.8345
C 1.5308 3.2212 2.6145
C 1.1575 1.9416 2.1960
P -0.5513 1.4119 1.8464
C -1.1688 1.0308 3.5379
C -1.9370 -0.1128 3.7280
C -2.4551 -0.4230 4.9823
C -2.1989 0.4054 6.0614
C -1.4193 1.5437 5.8870
C -0.9094 1.8522 4.6362
C -1.4255 2.9766 1.4910
C -0.8609 3.9261 0.6360
C -1.5708 5.0656 0.2833
C -2.8613 5.2634 0.7559
C -3.4380 4.3166 1.5905
C -2.7232 3.1832 1.9594
H 1.4981 -0.9232 2.3361
H 2.5991 -0.7714 1.1177
H 4.2426 0.5475 2.0485
H 4.8824 2.8136 2.7855
H 3.1343 4.5397 3.1396
H 0.7733 3.9842 2.7410
H -2.1250 -0.7614 2.8829
H -3.0594 -1.3128 5.1164
H -2.5992 0.1651 7.0387
H -1.2087 2.1911 6.7289
H -0.3012 2.7383 4.5122
H 0.1411 3.7793 0.2454
H -1.1126 5.7961 -0.3734
H -3.4138 6.1524 0.4754
H -4.4437 4.4632 1.9670
H -3.1786 2.4586 2.6248
C -2.3856 -3.5706 3.7064
C -1.8991 -3.9962 2.3209
C -1.3234 -2.8970 1.5467
N -0.8468 -2.0996 0.8776
H -2.7853 -4.4343 4.2360
H -3.1755 -2.8226 3.6290
H -1.5724 -3.1496 4.2949
H -2.7169 -4.4130 1.7306
H -1.1265 -4.7637 2.3905
C 1.6964 -4.5922 1.4649
Ge 2.6387 -3.4671 0.1278
C 3.4483 -4.7157 -1.1633
C 4.1445 -2.6741 1.1470
C 1.4885 -2.2078 -0.7422
H 2.3861 -5.2685 1.9780
H 0.9231 -5.1934 0.9755
H 1.2222 -3.9565 2.2211
H 4.0257 -5.4929 -0.6547
H 4.1159 -4.1818 -1.8447
H 2.6691 -5.1993 -1.7591
H 4.9508 -3.4117 1.2119
H 3.8669 -2.4196 2.1748
H 4.5385 -1.7857 0.6456
H 1.4324 -2.4975 -1.7974
*
```



2 unconnected molecules or ions with the total composition C2H3FN2O in a non-equilibrium geometry, computed with the ωB97M-V functional and the def2-TZVPD basis.

The value obtained for the relative energy (zero: lowest compared OMol25 entry of this formula, charge and spin) is 94.1 kcal/mol. The frontier orbital gap (spin up / spin down) comes out at 9.07 / 9.08 eV. For the total energy, the calculation gives -9862.5291 eV. Its highest occupied orbital energy (spin up / spin down) is -10.7729 / -10.7844 eV.

Structure (ORCA input):
```
! RIJCOSX wB97M-V def2-TZVPD def2/J DEFGRID3
* xyz 0 1
C -0.2851 0.9870 0.5096
C 0.8680 -0.6050 -0.3301
N 0.7867 0.7549 -0.1453
N -0.9993 -0.1376 0.7238
O -0.3039 -1.1586 0.3279
F -2.1747 0.2262 -0.7074
H -0.6652 1.8266 0.8449
H 0.9797 -0.7175 -1.4331
H 1.7940 -1.1758 0.2098
*
```



A gas-phase ion, C6H12N (charge +1) in a non-equilibrium geometry, computed with the ωB97M-V functional and the def2-TZVPD basis.

The SMILES is C=[NH+]/C=C/CCC. The value obtained for the relative energy (zero: lowest compared OMol25 entry of this formula, charge and spin) is 52.7 kcal/mol. The frontier orbital gap comes out at 8.60 eV. For the total energy, the calculation gives -7897.7766 eV. Its highest occupied orbital energy is -14.0616 eV.

Structure (ORCA input):
```
! RIJCOSX wB97M-V def2-TZVPD def2/J DEFGRID3
* xyz 1 1
C 1.1920 -3.2313 1.4595
N 0.9333 -2.4617 0.4812
C -0.1693 -1.5318 0.4316
C 0.0290 -0.2682 0.0240
C -1.1245 0.5500 -0.4413
C -0.7429 1.8390 -1.2118
C 0.1144 2.7983 -0.3600
H 0.6191 -3.1675 2.3761
H 2.0929 -3.8316 1.4045
H 1.4829 -2.5607 -0.3683
H -1.1167 -1.9467 0.7547
H 0.9628 0.1257 0.4335
H -1.8134 0.7920 0.3719
H -1.5974 -0.0729 -1.2045
H -1.7189 2.2276 -1.4878
H -0.1530 1.5303 -2.0693
H -0.2983 3.8012 -0.4754
H 0.2034 2.4938 0.6776
H 1.1046 2.9143 -0.7962
*
```



A molecular structure, C2ClN5 in a non-equilibrium geometry, computed with the ωB97M-V functional and the def2-TZVPD basis.

The value obtained for the relative energy (zero: lowest compared OMol25 entry of this formula, charge and spin) is 14.6 kcal/mol. The frontier orbital gap comes out at 8.88 eV. For the total energy, the calculation gives -22042.3891 eV. Its highest occupied orbital energy is -10.6041 eV.

Structure (ORCA input):
```
! RIJCOSX wB97M-V def2-TZVPD def2/J DEFGRID3
* xyz 0 1
C -0.1203 0.1169 -1.4843
C -0.4158 0.3458 -0.1068
N 0.1103 -0.1040 -2.5818
N 0.6002 0.9198 0.6369
N -0.1474 -1.3660 0.6382
N 1.2337 0.2388 1.3947
N 0.7559 -1.1632 1.3489
Cl -2.0167 1.0118 0.1544
*
```



What is the relative energy (zero: lowest compared OMol25 entry of this formula, charge and spin) in the third record? 52.7 kcal/mol



What did the second record say?
2 unconnected molecules or ions with the total composition C2H3FN2O in a non-equilibrium geometry, computed with the ωB97M-V functional and the def2-TZVPD basis.

The value obtained for the relative energy (zero: lowest compared OMol25 entry of this formula, charge and spin) is 94.1 kcal/mol. The frontier orbital gap (spin up / spin down) comes out at 9.07 / 9.08 eV. For the total energy, the calculation gives -9862.5291 eV. Its highest occupied orbital energy (spin up / spin down) is -10.7729 / -10.7844 eV.

Structure (ORCA input):
```
! RIJCOSX wB97M-V def2-TZVPD def2/J DEFGRID3
* xyz 0 1
C -0.2851 0.9870 0.5096
C 0.8680 -0.6050 -0.3301
N 0.7867 0.7549 -0.1453
N -0.9993 -0.1376 0.7238
O -0.3039 -1.1586 0.3279
F -2.1747 0.2262 -0.7074
H -0.6652 1.8266 0.8449
H 0.9797 -0.7175 -1.4331
H 1.7940 -1.1758 0.2098
*
```



Which of these has the lowest relative energy (zero: lowest compared OMol25 entry of this formula, charge and spin)? C41H56GeN8O2PSTi



Which of these has the lowest relative energy (zero: lowest compared OMol25 entry of this formula, charge and spin)? C41H56GeN8O2PSTi